Entry 1:
{"formula": "C6H13O", "method": "ωB97M-V with the def2-TZVPD basis set", "species": ["C", "C", "C", "C", "C", "C", "O", "H", "H", "H", "H", "H", "H", "H", "H", "H", "H", "H", "H", "H"], "xyz": [[1.25, -0.99, 2.05], [1.67, -0.54, 0.63], [0.73, -1.01, -0.45], [-0.67, -0.41, -0.36], [-0.69, 0.80, -1.11], [-1.95, 1.77, -1.02], [-2.17, 2.50, -2.19], [0.17, -1.32, 2.06], [1.17, -0.20, 2.92], [2.00, -1.76, 2.39], [2.75, -0.75, 0.45], [1.62, 0.57, 0.70], [1.09, -0.55, -1.42], [0.65, -2.12, -0.57], [-1.40, -1.20, -0.69], [-1.00, -0.28, 0.70], [-0.76, 0.50, -2.20], [0.21, 1.52, -1.06], [-1.84, 2.43, -0.09], [-2.82, 1.05, -0.73]], "mulliken_charge": [-0.97, -0.34, -0.68, -0.19, -0.62, -0.49, -0.89, 0.26, 0.24, 0.26, 0.44, 0.16, 0.32, 0.31, 0.27, 0.32, 0.20, 0.15, 0.16, 0.12], "charge": -1, "homo_energy_ev": -2.141, "mol_weight_g_mol": 101.17, "energy_ev": -8478.6552, "smiles": "CCCCCC[O-]", "de_lowest_ev": 1.286}

=====

Entry 2:
{"formula": "C6H13O2", "method": "ωB97M-V with the def2-TZVPD basis set", "species": ["C", "O", "C", "C", "H", "H", "H", "H", "H", "H", "H", "C", "C", "C", "O", "H", "H", "H", "H", "H", "H"], "xyz": [[0.75, 1.83, 0.51], [1.81, 1.30, -0.23], [0.85, 1.47, 1.99], [0.72, -0.03, 2.22], [-0.21, 1.46, 0.12], [0.75, 2.92, 0.41], [0.07, 2.00, 2.55], [1.82, 1.83, 2.35], [0.81, -0.28, 3.28], [1.47, -0.58, 1.66], [-0.24, -0.38, 1.86], [-2.92, -1.47, -1.42], [-1.53, -1.51, -0.84], [-0.46, -0.97, -1.48], [0.78, -0.95, -1.14], [-3.63, -0.91, -0.80], [-2.90, -0.98, -2.39], [-3.35, -2.47, -1.57], [-1.38, -2.07, 0.08], [-0.73, -0.46, -2.44], [1.49, 0.44, -0.63]], "mulliken_charge": [-0.51, -0.59, -0.29, -1.03, 0.21, 0.29, 0.29, 0.27, 0.36, 0.30, 0.18, -1.06, -0.01, -0.34, -0.82, 0.21, 0.32, 0.26, 0.35, 0.14, 0.46], "charge": -1, "homo_energy_ev": -2.729, "mol_weight_g_mol": 117.17, "energy_ev": -10528.1485, "de_lowest_ev": 1.556}

=====

Entry 3:
{"formula": "C6H13O2P", "method": "ωB97M-V with the def2-TZVPD basis set", "species": ["C", "C", "C", "C", "C", "C", "O", "O", "P", "H", "H", "H", "H", "H", "H", "H", "H", "H", "H", "H", "H", "H"], "xyz": [[0.00, 0.93, -0.11], [0.39, -0.44, 0.43], [-1.20, 0.76, -1.04], [-0.30, 1.93, 1.19], [0.64, -1.81, -1.50], [-0.66, -1.31, 1.08], [1.08, 1.39, -0.87], [2.31, 0.69, -0.56], [2.21, -0.43, 0.61], [-1.32, 1.73, -1.52], [-2.16, 0.50, -0.53], [-0.91, -0.04, -1.71], [-0.43, 3.01, 0.77], [0.63, 1.86, 1.80], [-1.26, 1.70, 1.72], [0.08, -1.28, -2.33], [-0.06, -2.61, -1.12], [1.63, -2.10, -1.69], [-0.39, -2.41, 1.26], [-1.58, -1.41, 0.38], [-1.05, -1.02, 2.05], [2.35, 0.35, 1.68]], "mulliken_charge": [1.28, 0.37, -1.46, -1.32, -0.99, -1.36, -0.31, -0.23, 0.09, 0.46, 0.32, 0.21, 0.32, 0.31, 0.33, 0.30, 0.29, 0.40, 0.38, 0.30, 0.35, -0.03], "homo_energy_ev": [-8.517, -8.518], "mol_weight_g_mol": 148.14, "energy_ev": -19810.3076, "de_lowest_ev": 6.816}

=====

Entry 4:
{"formula": "C6H13O4P", "method": "ωB97M-V with the def2-TZVPD basis set", "species": ["C", "C", "C", "C", "C", "O", "O", "P", "O", "O", "C", "H", "H", "H", "H", "H", "H", "H", "H", "H", "H", "H", "H", "H"], "xyz": [[-2.71, -0.75, 1.43], [-1.64, -1.02, 0.26], [-0.52, 0.05, -0.03], [-1.12, 1.39, -0.58], [0.29, 0.14, 1.27], [0.67, -0.79, 1.97], [0.68, 1.42, 1.49], [0.69, -0.72, -1.30], [1.36, -1.82, -0.39], [1.88, 0.64, -1.29], [3.09, 0.44, -1.97], [-2.03, -0.68, 2.27], [-3.47, -1.47, 1.27], [-3.07, 0.23, 1.23], [-2.38, -0.96, -0.58], [-1.23, -1.97, 0.29], [-0.35, 2.09, -0.49], [-1.83, 1.74, 0.22], [-1.66, 1.20, -1.50], [1.38, 1.46, 2.13], [1.44, -1.68, 0.65], [3.06, -0.24, -2.78], [3.85, 0.01, -1.27], [3.62, 1.31, -2.29]], "mulliken_charge": [-1.23, -0.95, 1.44, -1.64, 0.13, -0.69, -0.46, -0.05, -0.42, -0.32, -0.77, 0.35, 0.39, 0.32, 0.44, 0.52, 0.49, 0.36, 0.38, 0.39, 0.42, 0.33, 0.28, 0.29], "homo_energy_ev": -9.195, "mol_weight_g_mol": 180.14, "energy_ev": -23911.6425, "smiles": "CC[C@@](C)(C(=O)O)P(O)OC", "de_lowest_ev": 1.890}

=====

Entry 5:
{"formula": "C6H13O4Sm", "method": "ωB97M-V with the def2-TZVPD basis set", "species": ["C", "O", "H", "H", "H", "O", "C", "C", "O", "C", "C", "O", "C", "Sm", "H", "H", "H", "H", "H", "H", "H", "H", "H", "H"], "xyz": [[-3.32, 1.84, 0.22], [-2.53, 1.25, 1.17], [-4.40, 1.59, 0.33], [-3.27, 2.96, 0.23], [-3.04, 1.54, -0.82], [1.23, -2.85, -0.90], [0.50, -3.24, 0.01], [0.39, -2.45, 1.28], [1.00, -1.20, 1.13], [-0.05, 0.02, 0.84], [0.74, 1.11, 0.16], [1.51, 0.53, -0.90], [1.88, 1.45, -1.92], [2.89, -1.34, -0.41], [-0.09, -4.17, -0.09], [0.85, -3.05, 2.08], [-0.68, -2.36, 1.55], [-0.24, 0.34, 1.88], [-0.72, -0.44, 0.10], [1.43, 1.61, 0.86], [0.02, 1.84, -0.27], [2.48, 0.91, -2.65], [0.97, 1.85, -2.39], [2.48, 2.27, -1.49]], "mulliken_charge": [-0.67, -0.79, 0.24, 0.18, 0.15, -0.52, 0.23, -0.56, -0.52, -0.24, -0.54, -0.22, -0.80, 0.70, 0.40, 0.35, 0.41, 0.23, 0.38, 0.27, 0.42, 0.27, 0.31, 0.33], "spin_multiplicity": 8, "homo_energy_ev": [-5.222, -5.464], "mol_weight_g_mol": 299.53, "energy_ev": -32520.0370, "s2": 15.76, "de_lowest_ev": 2.549}

=====

Entry 6:
{"formula": "C6H13P", "method": "ωB97M-V with the def2-TZVPD basis set", "species": ["C", "C", "C", "C", "C", "C", "P", "H", "H", "H", "H", "H", "H", "H", "H", "H", "H", "H", "H", "H"], "xyz": [[0.27, -0.76, -1.39], [-1.72, -1.49, -1.51], [-0.36, -2.08, -1.61], [2.13, 0.56, 0.16], [-0.37, 1.83, -0.18], [-0.07, -0.10, 1.87], [0.29, 0.13, 0.07], [-2.35, -1.55, -0.61], [-1.99, -0.56, -2.01], [-0.14, -2.43, -2.76], [0.00, -2.84, -0.91], [2.34, 1.23, 1.06], [2.66, -0.43, 0.28], [2.26, 1.23, -0.69], [-1.35, 1.93, 0.27], [0.26, 2.62, 0.08], [-0.59, 1.76, -1.22], [0.02, 0.92, 2.18], [-1.15, -0.27, 1.90], [0.27, -0.93, 2.41]], "mulliken_charge": [-0.89, -0.90, 0.08, -1.24, -1.53, -1.27, 1.14, 0.27, 0.35, 0.20, 0.25, 0.33, 0.34, 0.39, 0.42, 0.44, 0.46, 0.40, 0.34, 0.42], "homo_energy_ev": -7.305, "mol_weight_g_mol": 116.14, "energy_ev": -15716.0313, "de_lowest_ev": 4.960}

=====

Entry 7:
{"formula": "C6H13P", "method": "ωB97M-V with the def2-TZVPD basis set", "species": ["C", "P", "C", "C", "H", "H", "H", "H", "H", "H", "H", "H", "H", "C", "C", "C", "H", "H", "H", "H"], "xyz": [[0.29, -3.20, -0.13], [0.11, -1.58, 0.32], [1.15, -0.42, 1.37], [-1.55, -1.30, 1.00], [0.09, -3.87, 0.70], [1.28, -3.40, -0.55], [0.11, -0.81, -0.84], [1.26, -0.86, 2.36], [2.14, -0.34, 0.91], [0.71, 0.57, 1.45], [-1.57, -1.60, 2.04], [-1.82, -0.25, 0.92], [-2.25, -1.92, 0.44], [-1.90, 2.25, -1.48], [-0.78, 2.65, -1.62], [0.59, 3.11, -1.75], [-2.89, 1.91, -1.39], [0.68, 3.72, -2.65], [0.87, 3.71, -0.88], [1.26, 2.26, -1.83]], "mulliken_charge": [-1.05, 0.60, -1.09, -1.02, 0.24, 0.28, 0.03, 0.33, 0.35, 0.35, 0.33, 0.31, 0.35, -0.10, 0.03, -1.18, 0.39, 0.31, 0.29, 0.27], "homo_energy_ev": -7.444, "mol_weight_g_mol": 116.14, "energy_ev": -15717.9326, "smiles": "C=[PH](C)C.C#CC", "de_lowest_ev": 3.059}

=====

Entry 8:
{"formula": "C6H13P", "method": "ωB97M-V with the def2-TZVPD basis set", "species": ["C", "C", "C", "C", "C", "C", "P", "H", "H", "H", "H", "H", "H", "H", "H", "H", "H", "H", "H", "H"], "xyz": [[-0.84, -1.09, -1.25], [-1.10, 0.39, -0.78], [-0.19, -0.51, -0.05], [-2.46, 0.72, -0.35], [-0.52, -0.89, 1.36], [3.10, 0.93, 0.57], [2.42, -0.51, -0.42], [-1.54, -1.84, -1.11], [-0.20, -1.32, -2.11], [-0.63, 1.11, -1.36], [-2.46, 1.68, 0.36], [-2.87, -0.08, 0.26], [-3.11, 0.86, -1.22], [-1.60, -1.34, 1.32], [-0.32, -0.16, 2.18], [0.24, -1.67, 1.73], [4.18, 0.98, 0.45], [3.12, 0.69, 1.71], [2.65, 1.89, 0.31], [2.12, 0.15, -1.63]], "mulliken_charge": [-0.92, 0.02, 0.57, -1.30, -1.19, -0.87, 0.11, 0.30, 0.21, 0.43, 0.26, 0.25, 0.37, 0.28, 0.27, 0.33, 0.35, 0.25, 0.28, 0.00], "homo_energy_ev": -7.964, "mol_weight_g_mol": 116.14, "energy_ev": -15717.5253, "de_lowest_ev": 3.466}